[1]
Density functional theory data (ωB97M-V/def2-TZVPD) for a cluster of 2 separate species, C3H2 in total at a distorted geometry.

M, Da: 38.05
E_HOMO (spin up / spin down), eV: -9.4828 / -9.4831

Each line ends with the natural charge from an NBO analysis.
Positions of all 5 atoms, in Å:
1 C -0.131 0.807 0.468  -0.4947
2 C -0.863 1.075 1.508  0.2375
3 C 0.235 0.032 -0.503  -0.0573
4 H 0.309 -1.644 0.032  0.0721
5 H 0.449 -0.271 -1.505  0.2424



[2]
Density functional theory data (ωB97M-V/def2-TZVPD) for a structure of composition C3H2 at a distorted geometry.

M, Da: 38.05
E_HOMO, eV: -11.9551

Each line ends with the natural charge from an NBO analysis.
Positions of all 5 atoms, in Å:
1 C -1.287 -0.024 0.151  -0.8297
2 C -2.374 -0.674 -0.069  0.4211
3 C -0.404 0.884 -0.087  0.4125
4 H 2.402 -0.242 0.085  0.0175
5 H 1.663 0.056 -0.080  -0.0214



[3]
Density functional theory data (ωB97M-V/def2-TZVPD) for a structure of composition C3H20NO7 at a distorted geometry.

Charge: -1
M, Da: 182.19
E_HOMO, eV: -5.5520

Each line ends with the natural charge from an NBO analysis.
Positions of all 31 atoms, in Å:
1 C -0.984 -1.990 -2.420  -0.4407
2 N -1.718 -1.101 -1.545  -0.6603
3 C -1.172 0.282 -1.709  -0.2225
4 C 0.270 0.547 -1.321  -0.1166
5 O 0.295 1.124 0.029  -0.8444
6 H -0.127 -2.389 -1.852  0.1793
7 H -0.803 -1.762 -3.502  0.1922
8 H -1.588 -2.862 -2.447  0.1855
9 H -1.620 -1.540 -0.610  0.3995
10 H -2.003 0.781 -1.327  0.2212
11 H -1.252 0.701 -2.929  0.1419
12 H 0.780 1.351 -1.710  0.1872
13 H 0.841 -0.320 -1.391  0.1811
14 H 2.461 2.895 -0.973  0.4729
15 H 1.935 1.549 -0.265  0.5090
16 O 2.796 2.042 -0.600  -1.0153
17 H 0.500 0.352 0.818  0.4927
18 H 2.068 -0.518 1.517  0.4684
19 O 1.105 -0.418 1.600  -1.2057
20 H -2.760 -0.572 2.071  0.4668
21 H -2.150 -2.041 2.122  0.4979
22 O -2.491 -1.298 2.661  -0.9876
23 H 0.163 -2.453 1.670  0.4963
24 H -0.290 -1.244 1.207  0.5080
25 O -0.678 -2.107 1.171  -1.0145
26 H 2.558 1.515 2.484  0.4777
27 H 3.100 1.341 1.014  0.4871
28 O 3.245 1.328 1.916  -0.9761
29 H -0.726 1.806 0.806  0.4948
30 H -0.556 2.411 2.166  0.4421
31 O -1.199 2.589 1.349  -1.0177



[4]
Density functional theory data (ωB97M-V/def2-TZVPD) for a cluster of 8 separate species, C3H20NO9S in total at a distorted geometry.

Charge: -1
M, Da: 246.26
E_HOMO, eV: -6.1258

Each line ends with the natural charge from an NBO analysis.
Positions of all 34 atoms, in Å:
1 C -0.803 -1.659 0.725  -0.2151
2 C -0.585 -2.291 2.238  -0.5665
3 S -1.005 -1.267 3.579  -0.0098
4 N -0.892 -0.262 0.470  -0.7287
5 C 0.337 0.414 0.649  0.8824
6 O 1.323 -0.279 0.331  -0.8087
7 O 0.355 1.627 1.088  -0.8203
8 H 0.023 -2.191 0.097  0.2040
9 H -1.719 -2.149 0.283  0.1973
10 H -0.981 -3.185 2.285  0.2045
11 H 0.473 -2.551 2.408  0.2107
12 H -0.010 -0.501 3.542  0.1294
13 H -1.761 0.359 0.816  0.4127
14 H -1.509 -1.019 -2.760  0.4648
15 H -2.683 0.082 -2.807  0.4905
16 O -2.371 -0.884 -2.857  -0.9576
17 H 0.511 2.189 3.426  0.4600
18 H -0.526 2.063 2.606  0.4955
19 O -0.364 1.950 3.612  -0.9818
20 H -2.388 2.524 0.659  0.4547
21 H -1.523 2.365 -0.485  0.4939
22 O -2.425 2.566 -0.291  -0.9519
23 H -1.045 0.651 -1.609  0.4788
24 H 0.296 1.364 -1.822  0.4982
25 O -0.694 1.444 -2.112  -0.9853
26 H 2.685 0.431 -0.055  0.4973
27 H 4.024 -0.145 0.117  0.4576
28 O 3.606 0.608 -0.286  -1.0066
29 H 3.014 1.343 -2.014  0.4789
30 H 2.637 -0.096 -2.014  0.4865
31 O 2.597 0.737 -2.548  -0.9679
32 H 0.317 -0.885 -2.935  0.4659
33 H 0.562 -1.617 -1.675  0.4824
34 O 0.524 -1.733 -2.662  -0.9460



Sequential calculated total energy output: -3135.0334; -3134.9648; -19256.2268; -34189.8778 eV